A cluster of 8 separate species, C29H44O24 in total, computed with the ωB97M-V functional and the def2-TZVPD basis.

Results
Lowest unoccupied orbital energy in eV: -0.06
HOMO level in eV: -10.71

ORCA input file:
```
! wB97M-V def2-TZVPD RIJCOSX def2/J DEFGRID3
* xyz 0 1
C 7.305 20.749 -15.996
C 7.477 20.746 -14.464
O 6.898 19.530 -14.056
C 6.629 18.726 -15.170
O 6.248 17.600 -15.126
O 6.846 19.438 -16.285
H 8.266 20.987 -16.445
H 6.512 21.417 -16.333
H 7.127 21.570 -13.845
H 8.554 20.666 -14.295
C 12.425 14.219 -13.597
C 11.423 13.168 -13.126
O 12.079 11.937 -13.364
C 13.103 12.094 -14.173
O 13.762 11.232 -14.667
O 13.160 13.423 -14.539
H 13.102 14.618 -12.840
H 12.003 15.120 -14.037
H 10.537 13.261 -13.754
H 11.191 13.386 -12.085
C 8.827 18.602 -11.601
C 8.277 17.176 -11.263
O 9.323 16.421 -11.776
C 10.454 17.054 -11.855
O 11.533 16.558 -12.157
O 10.245 18.393 -11.813
H 8.693 19.285 -10.765
H 8.330 19.044 -12.461
H 7.368 16.976 -11.828
H 8.105 16.998 -10.202
C 3.867 16.263 -10.103
C 4.327 17.487 -10.900
C 3.233 18.581 -11.179
O 3.648 19.707 -10.455
C 4.904 19.574 -10.070
O 5.666 20.419 -9.699
O 5.254 18.233 -10.123
H 4.704 15.566 -10.024
H 3.162 15.668 -10.686
H 3.495 16.532 -9.117
H 4.787 17.249 -11.860
H 2.266 18.251 -10.800
H 3.123 18.824 -12.236
C 15.072 17.656 -13.622
C 14.406 18.790 -14.438
C 13.025 19.204 -14.000
O 13.080 20.598 -13.929
C 14.303 21.048 -14.239
O 14.612 22.207 -14.445
O 15.162 20.007 -14.490
H 14.445 16.798 -13.873
H 14.779 17.783 -12.577
H 16.151 17.556 -13.698
H 14.294 18.406 -15.454
H 12.711 18.905 -12.996
H 12.229 18.799 -14.626
C 8.161 26.524 -10.687
C 8.719 25.305 -11.404
C 10.164 24.933 -11.098
O 10.016 23.496 -11.042
C 8.735 23.094 -11.090
O 8.374 21.940 -11.144
O 7.939 24.172 -11.126
H 8.708 27.442 -10.893
H 7.999 26.379 -9.615
H 7.092 26.681 -10.850
H 8.610 25.499 -12.474
H 10.497 25.237 -10.105
H 10.855 25.366 -11.819
C 10.141 20.128 -8.098
C 9.371 19.580 -6.927
C 8.093 20.272 -6.509
O 7.140 19.237 -6.449
C 7.621 18.126 -6.918
O 7.050 17.059 -6.992
O 8.933 18.272 -7.185
H 10.918 19.398 -8.325
H 10.545 21.131 -7.969
H 9.482 20.221 -8.964
H 10.099 19.613 -6.111
H 7.707 20.953 -7.272
H 8.016 20.789 -5.554
C 13.361 18.973 -10.160
C 14.131 19.969 -9.291
O 14.331 21.110 -10.049
C 14.953 22.150 -9.476
O 15.741 22.065 -8.590
O 14.452 23.328 -9.913
C 13.692 23.396 -11.102
H 12.837 18.174 -9.633
H 14.123 18.531 -10.800
H 12.524 19.439 -10.681
H 15.032 19.455 -8.953
H 13.512 20.272 -8.443
H 14.035 22.658 -11.827
H 13.839 24.313 -11.672
H 12.648 23.265 -10.820
*
```

The ion C5H9ClN3 with charge +1, computed with the ωB97M-V functional and the def2-TZVPD basis.

Results
Lowest unoccupied orbital energy (alpha / beta) in eV: -3.17 / -6.15
HOMO level (alpha / beta) in eV: -9.40 / -14.17

ORCA input file:
```
! wB97M-V def2-TZVPD RIJCOSX def2/J DEFGRID3
* xyz 1 3
C -0.203 0.147 1.272
C 1.156 0.028 0.602
C 0.956 -0.365 -0.847
C -0.189 0.410 -1.487
C -0.054 -1.462 -1.306
N -1.235 0.725 0.757
N -0.291 -0.303 2.505
N -1.121 1.189 -0.575
Cl 0.005 -2.468 -2.643
H 1.605 0.932 0.565
H 1.779 -0.669 1.045
H 1.972 -0.448 -1.458
H -0.096 0.946 -2.447
H -0.813 -1.715 -0.462
H 0.591 -0.468 2.884
H -1.127 0.070 2.883
H -0.817 2.214 -0.510
H -2.117 1.240 -0.780
*
```

An isolated molecule of C3H9NO, computed with the ωB97M-V functional and the def2-TZVPD basis.

Results
Lowest unoccupied orbital energy in eV: 0.92
HOMO level in eV: -8.24

ORCA input file:
```
! wB97M-V def2-TZVPD RIJCOSX def2/J DEFGRID3
* xyz 0 1
C 1.845 -1.428 1.049
N 0.980 -0.362 0.563
C -0.222 -0.377 -0.248
C -0.740 1.038 -0.300
O -1.812 1.122 -1.229
H 1.209 -2.244 1.425
H 2.491 -1.889 0.303
H 2.339 -1.040 1.935
H 0.960 0.383 1.246
H -0.979 -1.009 0.248
H -0.027 -0.787 -1.240
H 0.062 1.693 -0.631
H -1.096 1.317 0.694
H -2.571 1.596 -0.922
*
```

An isolated molecule of C3H7N3S, computed with the ωB97M-V functional and the def2-TZVPD basis.

Results
Lowest unoccupied orbital energy in eV: 0.86
HOMO level in eV: -7.72

ORCA input file:
```
! wB97M-V def2-TZVPD RIJCOSX def2/J DEFGRID3
* xyz 0 1
C 2.160 -0.683 -0.255
C 0.048 0.674 0.378
C -0.901 1.475 -0.544
N 1.134 -1.388 -0.353
N -0.013 -0.752 0.002
N -0.963 -1.680 0.304
S 1.811 1.027 0.289
H 3.040 -1.022 -0.670
H -0.323 0.721 1.489
H -0.524 1.320 -1.563
H -0.937 2.582 -0.342
H -1.742 0.996 -0.233
H -1.845 -1.205 0.283
H -0.945 -2.066 1.216
*
```